The following is a quantum chemistry calculation of the molecule C18H19ClN2O, from OMol25.

Element x y z (Å)
C1 2.517 -0.347 0.295
H1 2.752 -0.511 -0.760
H2 1.409 -0.694 0.527
H3 3.195 -0.727 0.889
C2 2.385 1.201 0.164
N1 1.527 1.702 -0.572
C3 0.514 2.079 0.131
C4 -0.983 2.677 -0.453
C5 -1.961 3.017 0.454
C6 -1.683 2.971 1.842
C7 -0.633 2.336 2.533
C8 0.342 1.951 1.499
C9 1.898 1.583 1.586
H4 2.449 2.298 2.338
H5 1.758 0.671 2.363
H6 -0.258 2.245 3.501
H7 -2.354 3.264 2.469
H8 -2.704 3.420 0.128
H9 -1.150 2.902 -1.391
C10 1.575 1.476 -1.839
H10 2.506 1.532 -2.322
C11 1.001 0.026 -2.262
O1 1.498 -0.574 -3.077
N2 -0.164 -0.194 -1.750
H11 -0.939 0.513 -1.222
C12 -0.904 -1.326 -1.980
C13 -0.494 -2.183 -0.897
C14 0.106 -3.295 -0.694
C15 0.642 -4.112 0.385
C16 0.058 -3.616 1.587
C17 -0.984 -2.556 1.671
C18 -1.239 -1.864 0.357
Cl1 -2.234 -0.455 0.627
H12 -1.239 -2.250 2.447
H13 0.255 -4.219 2.412
H14 1.093 -4.864 0.483
H15 0.550 -3.550 -1.843
H16 -1.773 -1.308 -1.962
H17 -0.464 -1.922 -2.839
H18 0.969 2.182 -2.333
H19 3.543 1.626 0.260

Summary:
energy relative to the best compared isomer or geometry (same formula, charge and spin)	1611.1	kJ/mol
structure (SMILES)	C[C@@H]1Cc2ccccc2N1CC(=O)NCc1ccccc1Cl

=====

The following is a quantum chemistry calculation of the molecule C18H19ClN2O4, from OMol25.

Element x y z (Å)
C1 1.556 -3.087 -4.835
O1 1.077 -1.871 -4.320
C2 1.258 -1.619 -2.992
C3 1.865 -2.472 -2.088
C4 2.004 -2.127 -0.751
C5 1.531 -0.907 -0.304
C6 0.912 -0.034 -1.204
C7 0.770 -0.373 -2.536
O2 0.180 0.411 -3.480
C8 -0.342 1.652 -3.081
H1 -0.755 2.100 -3.984
H2 -1.140 1.533 -2.339
H3 0.436 2.308 -2.676
H4 0.551 0.914 -0.841
N1 1.625 -0.483 1.030
C9 2.016 -1.197 2.121
O3 2.386 -2.350 2.100
C10 1.865 -0.415 3.420
H5 2.563 -0.825 4.150
H6 2.076 0.644 3.274
C11 0.435 -0.591 3.956
N2 -0.546 -0.033 3.054
C12 -1.163 1.147 3.288
O4 -1.058 1.779 4.314
C13 -2.001 1.609 2.124
C14 -1.421 2.386 1.129
C15 -2.165 2.873 0.069
C16 -3.514 2.570 -0.001
C17 -4.108 1.797 0.982
C18 -3.356 1.322 2.043
H7 -3.815 0.731 2.821
H8 -5.161 1.568 0.926
H9 -4.100 2.946 -0.825
H10 -1.695 3.486 -0.686
Cl1 0.269 2.766 1.237
H11 -0.675 -0.492 2.165
H12 0.325 -0.060 4.905
H13 0.228 -1.654 4.106
H14 1.347 0.479 1.179
H15 2.477 -2.807 -0.064
H16 2.245 -3.427 -2.411
H17 2.640 -3.179 -4.712
H18 1.064 -3.946 -4.367
H19 1.315 -3.070 -5.897

Summary:
energy relative to the best compared isomer or geometry (same formula, charge and spin)	0.0	kJ/mol
structure (SMILES)	COc1ccc(NC(=O)CCNC(=O)c2ccccc2Cl)cc1OC

=====

The following is a quantum chemistry calculation of the molecule C18H19ClN2O4S, from OMol25.

Element x y z (Å)
C1 -3.682 1.303 2.286
H1 -4.399 2.088 2.051
O1 -3.469 0.609 1.074
C2 -2.459 -0.286 1.024
C3 -1.769 -0.763 2.140
C4 -0.692 -1.610 1.968
C5 -0.299 -1.980 0.698
C6 -1.028 -1.586 -0.410
C7 -2.111 -0.748 -0.249
H2 -2.689 -0.409 -1.094
H3 -0.736 -1.951 -1.383
S1 1.215 -2.898 0.480
O2 1.219 -3.472 -0.832
O3 1.437 -3.733 1.622
N1 2.451 -1.770 0.490
C8 2.603 -0.906 -0.657
H4 1.801 -1.153 -1.353
C9 2.565 0.576 -0.237
N2 1.680 0.741 0.889
C10 0.535 1.456 0.944
O4 -0.086 1.588 1.988
C11 0.045 2.125 -0.300
C12 -0.350 3.455 -0.199
C13 -0.888 4.110 -1.292
C14 -1.058 3.444 -2.494
C15 -0.684 2.112 -2.583
C16 -0.132 1.447 -1.501
H5 0.123 0.404 -1.590
Cl1 -0.911 1.253 -4.066
H6 -1.485 3.944 -3.349
H7 -1.185 5.144 -1.209
H8 -0.235 3.963 0.746
C17 2.156 0.092 2.099
H9 2.842 0.763 2.632
C18 2.882 -1.223 1.747
H10 2.689 -1.989 2.498
H11 3.963 -1.057 1.694
H12 1.286 -0.078 2.735
H13 3.568 0.888 0.077
H14 2.255 1.209 -1.067
H15 3.557 -1.121 -1.155
H16 -0.147 -1.996 2.815
H17 -2.050 -0.460 3.135
H18 -2.750 1.746 2.645
H19 -4.104 0.648 3.054

Summary:
energy relative to the best compared isomer or geometry (same formula, charge and spin)	141.0	kJ/mol
structure (SMILES)	COc1ccc(S(=O)(=O)N2CCN(C(=O)c3cccc(Cl)c3)CC2)cc1

=====

The following is a quantum chemistry calculation of C18H19CsI2NO3 as an isolated structure, from OMol25.

Element x y z (Å)
Cs1 -1.837 -0.533 0.125
I1 0.769 -3.549 3.961
C1 2.290 -3.000 2.559
I2 1.640 -1.751 0.908
H1 2.695 -3.934 2.182
H2 3.054 -2.486 3.136
C2 -5.822 -2.847 1.687
C3 -4.930 -1.707 2.162
C4 -5.231 -1.331 3.610
O1 -3.556 -2.101 2.046
C5 -5.186 -0.436 1.293
O2 -6.383 -0.139 1.125
O3 -4.181 0.153 0.882
H3 -5.706 -3.720 2.340
H4 -5.556 -3.136 0.670
H5 -6.863 -2.533 1.691
H6 -5.098 -2.198 4.268
H7 -6.257 -0.980 3.697
H8 -4.560 -0.538 3.938
H9 -3.411 -2.839 2.647
N1 0.751 -0.032 -0.978
C6 1.637 0.738 -1.373
C7 1.338 2.022 -2.140
C8 2.216 2.588 -3.053
C9 1.868 3.721 -3.775
C10 0.636 4.322 -3.583
C11 -0.252 3.775 -2.662
C12 0.097 2.640 -1.959
C13 3.115 0.497 -1.177
C14 3.914 1.397 -0.477
C15 5.243 1.114 -0.212
C16 5.809 -0.066 -0.681
C17 5.032 -0.951 -1.408
C18 3.698 -0.674 -1.646
H10 3.188 2.134 -3.213
H11 2.564 4.138 -4.493
H12 0.367 5.211 -4.140
H13 -1.218 4.235 -2.497
H14 -0.587 2.193 -1.248
H15 3.478 2.325 -0.125
H16 5.841 1.814 0.359
H17 6.850 -0.289 -0.480
H18 5.466 -1.872 -1.780
H19 3.076 -1.375 -2.187

Summary:
energy relative to the best compared isomer or geometry (same formula, charge and spin)	0.0	kJ/mol
charge	-1

=====

The following is a quantum chemistry calculation of a 6-piece molecular cluster, C18H19F5O20S2 overall, from OMol25.

Element x y z (Å)
C1 -2.638 -1.981 -2.345
C2 -2.943 -0.841 -1.541
O1 -2.802 0.453 -0.795
S1 -1.187 0.572 -0.161
O2 -1.279 -0.154 1.207
O3 -0.164 -0.226 -1.266
C3 1.256 -0.121 -0.896
S2 1.737 -1.383 0.452
O4 1.880 -0.628 1.832
O5 3.097 -2.103 0.116
H1 -2.186 -2.922 -2.922
H2 1.558 0.929 -0.466
H3 1.904 -0.391 -1.860
H4 0.675 -2.298 0.552
C4 -4.306 0.450 2.466
C5 -4.077 1.918 2.341
O6 -5.265 2.386 1.743
C6 -6.234 1.521 2.154
O7 -7.430 1.745 2.073
O8 -5.701 0.374 2.676
F1 -3.048 2.176 1.503
H5 -4.045 -0.098 1.555
H6 -3.759 0.014 3.306
H7 -3.919 2.430 3.296
C7 2.985 -6.471 -0.245
C8 3.106 -5.368 -1.241
O9 1.910 -5.461 -1.982
C9 0.995 -5.976 -1.114
O10 -0.211 -5.949 -1.296
O11 1.592 -6.521 -0.011
F2 4.144 -5.586 -2.079
H8 3.322 -7.436 -0.639
H9 3.531 -6.259 0.678
H10 3.188 -4.370 -0.797
C10 -2.108 5.182 0.869
C11 -3.048 6.338 0.809
O12 -2.227 7.410 0.407
C12 -1.238 6.841 -0.338
O13 -0.497 7.462 -1.081
O14 -1.184 5.486 -0.157
F3 -3.547 6.618 2.034
H11 -1.580 5.116 1.826
H12 -2.608 4.229 0.677
H13 -3.867 6.213 0.092
C13 -0.005 3.557 -4.657
C14 -0.888 4.727 -4.387
O15 -1.824 4.226 -3.460
C15 -1.161 3.251 -2.778
O16 -1.541 2.776 -1.720
O17 -0.013 2.874 -3.419
F4 -1.552 5.099 -5.504
H14 -0.402 2.898 -5.437
H15 1.009 3.856 -4.933
H16 -0.369 5.590 -3.956
C16 5.851 -3.508 3.263
C17 5.088 -3.867 2.035
O18 4.877 -5.254 2.171
C18 4.839 -5.477 3.515
O19 4.406 -6.495 4.028
O20 5.339 -4.415 4.219
F5 5.832 -3.657 0.926
H17 6.929 -3.668 3.154
H18 5.679 -2.474 3.573
H19 4.124 -3.356 1.940

=====

The following is a quantum chemistry calculation of the molecule C18H19FN2O4S, from OMol25.

Element x y z (Å)
N1 0.373 3.786 1.203
C1 -0.160 2.722 1.849
O1 -0.679 2.808 2.937
C2 -0.014 1.434 1.091
C3 1.218 1.059 0.584
C4 1.362 -0.153 -0.065
C5 0.287 -1.003 -0.219
C6 -0.953 -0.643 0.279
C7 -1.120 0.574 0.940
O2 -2.289 1.026 1.431
C8 -3.430 0.195 1.395
C9 -3.984 -0.026 0.008
C10 -4.685 -1.188 -0.292
C11 -5.212 -1.386 -1.555
C12 -5.019 -0.410 -2.516
C13 -4.324 0.754 -2.245
C14 -3.811 0.941 -0.975
H1 -3.270 1.845 -0.738
H2 -4.195 1.495 -3.018
F1 -5.525 -0.600 -3.751
H3 -5.760 -2.282 -1.801
H4 -4.824 -1.942 0.469
H5 -4.167 0.735 2.001
H6 -3.224 -0.766 1.885
H7 -1.789 -1.309 0.138
H8 0.430 -1.937 -0.739
S1 2.981 -0.571 -0.690
O3 3.495 0.547 -1.427
O4 2.907 -1.844 -1.356
N2 3.830 -0.650 0.761
C15 5.263 -0.428 0.634
H9 5.609 0.106 1.525
C16 5.861 -1.831 0.569
H10 5.704 -2.245 -0.428
H11 6.922 -1.851 0.806
C17 5.006 -2.579 1.593
H12 5.408 -2.428 2.596
H13 4.955 -3.647 1.395
C18 3.626 -1.908 1.471
H14 3.182 -1.700 2.448
H15 2.933 -2.522 0.892
H16 5.447 0.180 -0.249
H17 2.088 1.687 0.698
H18 0.800 3.702 0.298
H19 0.344 4.689 1.648

Summary:
energy relative to the best compared isomer or geometry (same formula, charge and spin)	18.7	kJ/mol
structure (SMILES)	NC(=O)c1cc(S(=O)(=O)N2CCCC2)ccc1OCc1ccc(F)cc1

=====

The following is a quantum chemistry calculation of the molecule C18H19N3O2, from OMol25.

Element x y z (Å)
C1 -2.819 -1.317 2.220
O1 -1.840 -0.365 1.889
C2 -2.049 0.427 0.792
C3 -3.135 0.335 -0.059
C4 -3.253 1.199 -1.138
C5 -2.305 2.179 -1.350
C6 -1.219 2.291 -0.496
C7 -1.057 1.404 0.560
N1 0.006 1.462 1.458
C8 1.356 1.651 1.252
O2 2.126 1.537 2.185
N2 1.738 2.015 -0.007
H1 1.076 1.814 -0.744
C9 3.127 1.856 -0.381
H2 3.436 2.714 -0.986
H3 3.698 1.847 0.550
C10 3.349 0.543 -1.155
C11 2.621 -0.571 -0.477
C12 3.012 -1.262 0.632
N3 2.033 -2.138 1.012
C13 0.975 -2.020 0.161
C14 -0.239 -2.694 0.128
C15 -1.125 -2.365 -0.875
C16 -0.819 -1.385 -1.823
C17 0.383 -0.716 -1.796
C18 1.306 -1.033 -0.799
H4 0.607 0.033 -2.543
H5 -1.545 -1.151 -2.588
H6 -2.076 -2.875 -0.939
H7 -0.474 -3.451 0.862
H8 2.073 -2.737 1.818
H9 3.928 -1.188 1.185
H10 2.975 0.652 -2.175
H11 4.419 0.335 -1.202
H12 -0.189 1.025 2.350
H13 -0.515 3.097 -0.628
H14 -2.411 2.871 -2.172
H15 -4.100 1.106 -1.801
H16 -3.895 -0.414 0.100
H17 -2.462 -1.802 3.127
H18 -2.933 -2.064 1.430
H19 -3.786 -0.844 2.421

Summary:
energy relative to the best compared isomer or geometry (same formula, charge and spin)	65.6	kJ/mol
structure (SMILES)	COc1ccccc1NC(=O)NCCc1c[nH]c2ccccc12

=====

The following is a quantum chemistry calculation of the molecule C18H19N3O2, from OMol25.

Element x y z (Å)
C1 -4.656 0.524 2.622
C2 -5.181 -0.736 1.942
C3 -4.418 -1.095 0.667
C4 -4.626 -0.088 -0.462
C5 -3.922 -0.533 -1.749
C6 -2.428 -0.716 -1.539
O1 -1.883 -1.794 -1.581
N1 -1.788 0.467 -1.297
C7 -0.439 0.700 -1.017
C8 0.490 -0.327 -0.943
C9 1.801 0.031 -0.657
N2 2.931 -0.731 -0.519
C10 3.882 0.108 -0.255
C11 5.269 -0.239 -0.028
C12 6.227 0.737 0.248
C13 7.534 0.327 0.453
N3 7.920 -0.936 0.401
C14 7.009 -1.859 0.139
C15 5.673 -1.573 -0.084
H1 4.948 -2.341 -0.296
H2 7.374 -2.877 0.107
H3 8.314 1.044 0.670
H4 5.952 1.778 0.299
O2 3.495 1.413 -0.198
C16 2.165 1.379 -0.454
C17 1.240 2.404 -0.526
C18 -0.060 2.039 -0.810
H5 -0.815 2.810 -0.876
H6 1.520 3.433 -0.370
H7 0.211 -1.353 -1.101
H8 -2.362 1.299 -1.310
H9 -4.090 0.200 -2.541
H10 -4.326 -1.493 -2.074
H11 -5.695 0.014 -0.664
H12 -4.254 0.892 -0.155
H13 -4.747 -2.077 0.323
H14 -3.352 -1.170 0.895
H15 -5.098 -1.571 2.640
H16 -6.240 -0.607 1.706
H17 -4.833 1.406 2.010
H18 -3.587 0.439 2.805
H19 -5.155 0.673 3.576

Summary:
energy relative to the best compared isomer or geometry (same formula, charge and spin)	82.6	kJ/mol
structure (SMILES)	CCCCCC(=O)Nc1ccc2oc(-c3ccncc3)nc2c1

=====

Going through the records in order, we get frontier orbital gap values of 7.63, 8.35, 9.22, 6.27, 9.25, 9.72, 8.52, 8.24 eV.
Going through the records in order, we get maximum force values of 0.3764, 0.0126, 0.0207, 0.0274, 0.2007, 0.0226, 0.0121, 0.0277 Eh/bohr.
Going through the records in order, we get HOMO level values of -7.14, -7.77, -8.68, -4.18, -10.17, -9.10, -7.78, -8.40 eV.